This record from the OMol25 dataset describes a molecular structure, C37H33BiN10O9. The level of theory is ωB97M-V with the def2-TZVPD basis set.

The geometry in XYZ format:
```
90
Properties=species:S:1:pos:R:3:forces:R:3
Bi -0.2910 -0.6887 -0.3206 0.006 0.435 0.800
C -1.5064 1.7226 -3.3205 -0.015 -0.042 -0.045
N -0.3493 1.6566 -2.4435 0.007 -0.045 0.050
C 0.8094 1.2085 -3.2255 0.010 -0.043 -0.002
C 2.0670 0.8492 -2.4102 -0.002 0.069 -0.008
C 2.5231 -0.6184 -2.5174 0.049 -0.025 -0.024
N 2.0097 -1.4348 -1.4359 0.033 0.028 -0.038
C 2.8123 -2.1451 -0.7590 -0.010 0.044 -0.003
C 2.4637 -3.0274 0.3467 0.012 -0.021 0.007
C 3.5296 -3.6896 0.9702 -0.016 0.013 -0.004
C 3.3403 -4.5820 2.0001 -0.005 0.005 0.019
C 2.0365 -4.8302 2.4301 0.020 -0.001 0.003
C 0.9681 -4.1941 1.8411 0.019 0.024 0.040
C 1.1425 -3.2685 0.7954 0.013 0.023 0.047
O 0.0580 -2.7239 0.2855 -0.010 -0.012 -0.095
C -0.0779 2.9614 -1.8364 -0.023 -0.048 0.024
C -1.2354 3.5859 -1.0577 0.023 -0.009 0.043
C -1.8172 2.6916 0.0466 0.067 -0.035 -0.015
N -0.7464 2.0359 0.7518 0.039 -0.108 0.032
C -0.3296 2.5587 1.8523 -0.217 -0.048 -0.178
C 0.8257 2.1680 2.5795 0.155 0.026 0.049
C 1.0771 2.7361 3.8923 -0.045 -0.035 -0.011
C 2.1770 2.5463 4.6365 0.049 -0.018 0.011
C 3.2821 1.6578 4.1541 -0.046 -0.114 0.076
C 2.8763 0.8225 2.9596 0.125 0.162 -0.077
C 1.7806 1.2906 2.0209 -0.016 0.011 0.004
O 1.8663 0.9073 0.8416 0.008 -0.096 -0.098
H -1.3645 2.4582 -4.1320 -0.005 0.014 0.007
H -2.3988 1.9982 -2.7614 -0.010 0.000 0.023
H -1.6816 0.7488 -3.7757 0.006 -0.020 0.002
H 1.0496 1.9878 -3.9722 0.036 0.007 0.022
H 0.4906 0.3339 -3.7932 -0.026 -0.027 0.007
H 1.9228 1.0825 -1.3545 -0.007 0.011 0.055
H 2.8987 1.4793 -2.7348 -0.034 0.010 -0.049
H 3.6218 -0.6687 -2.5454 -0.013 0.009 0.044
H 2.1583 -1.0481 -3.4568 0.006 0.020 -0.021
H 3.8858 -2.1239 -1.0033 -0.006 -0.012 0.000
H 4.5353 -3.4692 0.6267 -0.003 -0.005 -0.006
H 4.1841 -5.0572 2.4822 -0.002 -0.004 -0.002
H 1.8590 -5.5181 3.2488 0.001 0.000 0.000
H -0.0453 -4.3670 2.1795 -0.011 -0.002 -0.009
H 0.2359 3.6704 -2.6265 -0.011 0.013 -0.007
H 0.7544 2.8427 -1.1447 0.060 -0.053 0.001
H -2.0300 3.9336 -1.7247 -0.014 -0.033 -0.021
H -0.8214 4.4785 -0.5770 -0.008 0.021 -0.022
H -2.4704 1.9318 -0.3963 0.002 -0.022 -0.016
H -2.4487 3.3096 0.7041 0.002 0.017 0.051
H -0.9162 3.3782 2.3042 -0.013 0.064 -0.032
H 0.2945 3.3798 4.2899 0.003 0.019 -0.023
H 2.2864 3.0109 5.6092 -0.002 0.017 -0.001
H 4.2267 2.1999 4.0409 0.002 0.011 -0.005
H 3.7183 0.4772 2.3668 0.019 -0.009 0.037
C -2.5941 -1.1107 -0.0461 0.115 0.107 -0.031
C -2.9662 -2.5241 -0.1307 -0.006 -0.047 0.009
C -2.8706 -3.3537 0.9977 0.007 -0.004 -0.026
C -3.1909 -4.6917 0.9342 -0.008 -0.012 0.008
C -3.6188 -5.2559 -0.2715 0.016 0.003 0.015
C -3.7203 -4.4489 -1.4049 -0.005 -0.006 0.006
C -3.4035 -3.1075 -1.3277 -0.020 0.014 -0.001
C -3.9607 -6.6463 -0.3403 -0.001 0.006 -0.020
N -4.2439 -7.7617 -0.3997 -0.004 0.004 0.010
H -2.8006 -0.6814 0.9295 -0.036 0.067 0.063
H -3.0476 -0.5074 -0.8363 0.000 -0.010 0.003
H -2.5259 -2.9239 1.9302 0.011 -0.005 0.009
H -3.1104 -5.3157 1.8153 0.003 0.003 0.002
H -4.0505 -4.8788 -2.3420 0.001 0.001 0.000
H -3.4998 -2.4889 -2.2116 0.017 -0.004 0.002
N -0.7611 -1.5613 -2.4095 -0.183 -0.117 -0.410
C -1.0369 -2.0008 -3.4535 -0.015 0.287 0.054
N -1.2500 -2.5429 -4.5885 0.165 -0.459 -0.079
C -2.0143 -2.0608 -5.5378 -0.058 0.274 -0.014
N -2.6477 -1.6936 -6.4387 -0.032 -0.046 0.023
O 1.2769 -1.2825 8.5778 -0.020 -0.026 -0.017
N 0.1890 -1.2419 8.0149 0.012 0.079 0.056
O -0.8727 -1.3933 8.6113 0.010 -0.024 -0.018
C 0.1580 -0.9998 6.6023 0.063 0.004 -0.044
C -1.0535 -0.9085 5.9500 -0.029 0.059 -0.011
C -1.0790 -0.6702 4.5944 0.147 -0.070 0.010
C 0.1168 -0.6450 3.7540 -0.004 0.002 0.243
O 0.1272 -0.7221 2.5226 -0.073 -0.193 -0.257
C 1.3274 -0.5597 4.5666 -0.054 -0.029 -0.075
C 1.3562 -0.7800 5.9016 -0.057 -0.022 0.067
N 2.6406 -0.3927 3.8937 -0.063 -0.125 -0.171
O 3.5125 0.4841 4.9539 0.032 0.097 0.073
O 3.1818 -1.4675 3.5648 -0.062 -0.010 0.003
N -2.3844 -0.4422 4.0192 -0.136 0.075 -0.059
O -2.4546 0.1818 2.9765 0.011 0.008 -0.033
O -3.3754 -0.8338 4.6296 0.046 -0.079 -0.015
H -1.9797 -0.9909 6.4964 -0.008 -0.007 -0.008
H 2.2953 -0.7690 6.4307 0.015 0.016 -0.011
```
Positions in Å, forces in eV/Å.

Output
Total charge   -2
HOMO level   -2.399 eV

---

This record from the OMol25 dataset describes 2 unconnected molecules or ions with the total composition C5H11NO. The level of theory is ωB97M-V with the def2-TZVPD basis set.

The geometry in XYZ format:
```
18
Properties=species:S:1:pos:R:3:forces:R:3
C -1.8321 -1.2331 -0.0929 0.001 -0.038 -0.020
C -1.3203 -0.0355 0.6918 -0.139 0.007 0.025
N 0.1034 0.1654 0.4452 -0.035 -0.028 0.059
C 0.6085 1.4966 0.6342 0.050 0.168 0.179
C 0.4198 0.9515 -0.7434 -0.029 0.040 -0.223
C 1.6188 0.5202 -1.5251 0.294 -0.075 0.179
O 2.6373 0.1223 -1.0129 -0.437 0.165 -0.249
H -2.8896 -1.4160 0.1226 0.152 0.030 -0.027
H -1.2598 -2.1283 0.1677 -0.085 0.118 -0.036
H -1.7299 -1.0662 -1.1714 -0.011 -0.018 0.147
H -1.9057 0.8678 0.4388 0.104 -0.101 0.024
H -1.4385 -0.2061 1.7679 0.021 0.019 -0.139
H -0.0861 2.2749 0.9529 0.084 -0.136 -0.059
H 1.6213 1.5623 1.0245 -0.143 -0.014 -0.085
H -0.4183 1.3398 -1.3248 0.129 -0.072 0.090
H 1.5297 0.6040 -2.6286 0.029 -0.021 0.101
H 2.3530 -2.1991 1.2758 -0.025 0.030 -0.011
H 1.9886 -1.6205 0.9777 0.039 -0.076 0.045
```
Positions in Å, forces in eV/Å.

Output
Structure (SMILES)   CCN1C[C@H]1C=O.[H][H]
HOMO level   -9.530 eV

---

This record from the OMol25 dataset describes 2 unconnected molecules or ions with the total composition C4H11NO. The level of theory is ωB97M-V with the def2-TZVPD basis set.

The geometry in XYZ format:
```
17
Properties=species:S:1:pos:R:3:forces:R:3
C 0.5319 -2.1940 -3.1995 -0.638 0.918 0.621
C -0.3545 -2.3147 -2.1803 0.804 -0.612 0.775
O -1.4986 -3.0079 -2.2386 -1.223 0.405 -1.943
H 1.5719 -2.1928 -2.9001 0.023 1.241 0.087
H 0.2358 -1.7076 -4.1228 0.000 -1.520 -0.740
H -0.1911 -1.8095 -1.2292 0.699 -1.033 0.558
H -1.8649 -3.3998 -1.4495 0.335 0.604 0.648
C 0.1120 1.1574 2.7446 0.267 0.438 -1.540
C 0.9172 2.2567 2.0628 0.637 -0.266 -0.263
N 0.2615 3.5578 2.2437 0.537 -0.469 0.105
H 0.3941 0.1783 2.3575 0.361 -0.131 0.483
H 0.2713 1.3088 3.7990 -0.527 -0.447 0.417
H -0.9085 1.2790 2.3902 -0.395 0.068 0.625
H 1.9280 2.2591 2.4744 -0.055 0.327 0.393
H 1.1339 2.0615 1.0056 -0.437 -0.273 -0.128
H -0.4266 3.6239 1.5046 -0.058 0.439 0.050
H 0.9750 4.2628 2.1064 -0.329 0.311 -0.148
```
Positions in Å, forces in eV/Å.

Output
Structure (SMILES)   C=CO.CCN
HOMO level   -8.231 eV

---

This record from the OMol25 dataset describes a molecular structure, C23H30NO7W. The level of theory is ωB97M-V with the def2-TZVPD basis set.

The geometry in XYZ format:
```
62
Properties=species:S:1:pos:R:3:forces:R:3
C 0.3680 -0.4484 -3.1896 0.067 -0.601 -1.031
C 0.0091 -1.0285 -1.8213 0.148 0.272 0.181
C -0.0216 1.0599 -3.1827 0.073 -0.494 -0.346
C -1.0056 1.1932 -2.0197 -0.236 -0.079 0.654
H -0.5431 1.2476 -4.1270 0.321 0.188 0.196
H 0.8671 1.7031 -3.1195 -0.333 -0.238 0.069
C -1.2715 -0.2324 -1.4664 0.559 -0.153 -0.320
H 0.8311 -0.8268 -1.1130 -0.362 -0.039 -0.171
H -0.1453 -2.1166 -1.8850 0.070 0.385 0.184
C -1.4960 -0.0036 0.0089 -0.300 0.265 0.731
H -2.1268 -0.7287 -1.9570 0.147 0.315 0.221
H -1.9570 1.6202 -2.3732 0.371 -0.001 0.110
C -0.5364 1.9917 -0.7483 -0.056 0.096 0.540
C 1.7656 -0.7485 -3.6908 1.149 -0.178 1.318
C -0.4444 -1.1715 -4.2711 -1.505 0.929 -0.961
O -1.2672 -0.6231 -4.9869 0.734 -0.769 0.745
O 2.6858 -1.1693 -3.0150 -0.918 0.471 -0.797
O 1.8638 -0.5298 -5.0200 0.306 -0.080 0.439
O -0.1455 -2.4802 -4.4052 -0.337 0.333 0.065
C -0.8505 -3.0993 -5.4937 0.044 -0.085 -0.129
H -0.6723 -4.1674 -5.3904 0.051 0.064 -0.032
H -0.4526 -2.7250 -6.4476 -0.145 -0.126 0.263
H -1.9239 -2.8854 -5.4482 0.296 -0.017 0.050
C 3.0987 -1.0002 -5.5650 0.169 0.024 -0.210
H 3.9503 -0.4491 -5.1468 -0.244 -0.115 -0.135
H 3.0051 -0.8287 -6.6383 0.163 -0.093 0.138
H 3.2242 -2.0658 -5.3330 -0.015 0.269 -0.136
O -0.6789 1.1050 0.4200 -0.186 -0.284 -1.969
H -1.2403 -0.8702 0.6362 0.045 0.370 -0.159
H -2.5592 0.2549 0.1899 0.249 -0.158 -0.026
C -1.4416 3.2121 -0.5529 0.021 0.052 0.151
C 0.9213 2.4642 -0.7652 -0.130 -0.099 0.190
H 1.0760 3.1773 -1.5855 0.073 -0.157 0.146
H 1.6223 1.6239 -0.8537 -0.150 0.157 -0.070
H 1.1374 2.9784 0.1799 -0.106 -0.155 -0.162
H -1.2777 3.6432 0.4405 -0.002 -0.099 -0.134
H -2.5006 2.9410 -0.6475 0.177 0.037 0.058
H -1.2054 3.9744 -1.3099 -0.139 -0.158 0.097
W -0.0566 -0.0184 3.7004 -0.074 -0.547 2.830
C -1.8400 0.0335 5.2488 -0.363 -0.424 -0.563
C -2.3911 0.2161 3.9246 0.049 -1.546 0.504
C -2.1877 -1.0035 3.1849 -0.047 0.557 0.114
H -2.9520 1.0792 3.5775 0.561 -0.096 0.030
C -1.4847 -1.9214 4.0365 -0.395 0.156 0.468
C -1.2944 -1.2958 5.3128 -0.720 0.134 -0.997
H -0.8689 -1.7522 6.2051 0.094 0.197 -0.411
H -1.9604 0.7162 6.0834 0.393 -0.040 -0.351
H -2.5944 -1.2082 2.2009 0.147 -0.062 0.271
H -1.2338 -2.9501 3.7799 0.104 0.415 0.024
C 2.0476 0.7926 4.3577 0.961 -1.776 0.023
C 1.6372 -0.2080 5.3180 0.336 0.751 -0.993
C 1.5846 -1.4737 4.6333 0.546 0.402 -0.307
H 1.5195 -0.0350 6.3848 -0.243 -0.007 -0.368
C 1.9651 -1.2681 3.2694 -0.268 0.087 -0.133
C 2.2624 0.1268 3.0932 -0.164 0.186 0.746
H 2.6509 0.5963 2.1946 -0.265 -0.146 0.149
H 2.2929 1.8241 4.5832 -0.608 -0.166 -0.115
H 1.3576 -2.4399 5.0857 -0.103 0.444 -0.214
H 2.1040 -2.0451 2.5193 -0.132 0.288 0.223
O -0.5643 3.7812 4.6123 -0.898 4.513 -1.276
N -0.3465 2.6551 4.8454 0.860 -3.428 2.921
O -0.3098 1.8066 3.5422 0.161 0.060 -2.337
```
Positions in Å, forces in eV/Å.

Output
Total charge   -1
HOMO level (spin up / spin down)   -0.955 / -2.464 eV
2S+1   3

---

This record from the OMol25 dataset describes C6H11NO in the gas phase. The level of theory is ωB97M-V with the def2-TZVPD basis set.

The geometry in XYZ format:
```
19
Properties=species:S:1:pos:R:3:forces:R:3
C 0.5225 2.2366 0.6491 1.298 -0.133 -0.802
O 0.8302 0.8941 0.2446 -0.598 0.619 0.256
C -0.3395 0.0827 0.3626 0.390 -0.145 1.625
C -0.9667 0.0005 -0.9920 -0.113 -0.897 -0.629
C 0.1991 -0.9089 -1.6613 -0.301 0.578 -0.709
N 0.9899 -1.4917 -0.5341 0.278 -0.313 0.423
C 0.0713 -1.3629 0.5584 -0.920 0.544 0.261
C -0.2260 -0.5093 1.7849 -0.625 0.154 0.183
H 0.2975 2.3536 1.7205 -0.136 -0.276 -0.268
H -0.2734 2.6476 0.0136 0.002 0.041 0.318
H 1.4695 2.7745 0.4284 -0.704 -0.035 0.225
H -1.0918 0.9734 -1.4670 0.199 -0.051 -0.164
H -1.9306 -0.5244 -1.0548 0.297 0.171 0.315
H 0.8220 -0.2305 -2.2648 0.000 -0.461 0.140
H -0.2041 -1.7053 -2.3148 -0.013 0.420 0.215
H 1.2573 -2.4559 -0.6764 -0.021 0.046 -0.296
H -0.8522 -1.9510 0.4444 0.314 -0.157 -0.137
H 0.5337 0.0130 2.3715 -0.241 -0.172 -0.263
H -1.1085 -0.8363 2.3871 0.894 0.066 -0.691
```
Positions in Å, forces in eV/Å.

Output
Structure (SMILES)   CO[C@@]12CCN[C@H]1C2
HOMO level   -8.588 eV

---

This record from the OMol25 dataset describes C5H10N4 in the gas phase. The level of theory is ωB97M-V with the def2-TZVPD basis set.

The geometry in XYZ format:
```
19
Properties=species:S:1:pos:R:3:forces:R:3
H 1.2870 3.2548 1.5483 -0.369 -0.205 0.205
N 0.4139 2.7195 1.6045 0.562 -1.538 -0.703
C 0.7012 1.4615 1.5877 0.671 0.028 1.608
N -0.2900 0.4577 1.7027 -0.566 2.056 -1.431
N 0.0811 -0.8113 1.3244 1.760 -0.747 -1.085
C 0.1901 -1.2188 -0.1044 -0.637 0.049 0.615
C 1.3279 -0.7060 -0.9074 -2.192 -0.559 2.033
C 2.0320 -0.3814 -1.7966 2.866 0.840 -2.152
C -1.0804 -1.0750 -0.9358 -1.350 1.666 0.452
N -1.6632 0.3406 -0.8733 0.159 -1.406 -1.271
H 1.7416 1.0205 1.7382 -1.138 0.541 -0.577
H -1.1116 0.7584 1.1546 0.150 0.055 0.597
H -0.3997 -1.4930 1.8633 -0.335 -0.427 0.274
H 0.2945 -2.2969 -0.0600 0.455 -0.329 0.204
H 2.8502 -0.1574 -2.4926 -1.046 -0.126 0.659
H -1.9206 -1.6528 -0.5401 0.470 -0.424 0.222
H -0.8603 -1.4419 -1.9327 -0.059 0.116 -0.367
H -2.5225 0.2798 -1.4426 0.367 0.198 0.573
H -1.0712 0.9418 -1.4382 0.230 0.212 0.143
```
Positions in Å, forces in eV/Å.

Output
Structure (SMILES)   [H]/N=C/NN[C@H](C#C)CN
HOMO level   -8.816 eV